<w>
This record from the OMol25 dataset describes a structure of composition C9H19Cl2NO3PTb. The level of theory is the ωB97M-V functional and the def2-TZVPD basis.

Cartesian coordinates (Å):
C -0.5975 -3.9400 -3.2524
C -0.1601 -3.0256 -2.1920
H -1.6926 -3.9907 -3.3132
H -0.2000 -4.9396 -3.0149
H -0.1862 -3.5962 -4.2170
O -0.8381 -2.1670 -1.5875
Cl 1.5945 -3.1925 -1.7340
Tb 0.6801 -0.9995 -0.2338
P -0.3730 1.1983 -1.5964
C -1.8147 2.2956 -1.5234
C 0.9341 2.4829 -1.5090
H 0.3950 0.0798 -3.6319
H -0.2623 1.7147 -3.9600
H -1.3741 0.3390 -3.6472
C -0.4064 0.7896 -3.3816
H 1.9149 1.9918 -1.4869
H 0.8724 3.1705 -2.3643
H -1.6903 3.0610 -2.3044
H -1.8623 2.7760 -0.5377
H 0.8095 3.0524 -0.5768
H -2.7430 1.7351 -1.6964
C -2.0308 -0.1139 0.3665
O -3.0355 0.1173 0.8721
Cl 3.0488 -0.2696 -0.3378
C 1.4483 1.1151 3.2137
N 0.7017 -0.0024 3.8027
C 0.4696 -0.0070 5.2404
C 0.2138 -1.0002 3.0890
O 0.3501 -1.0692 1.8260
H 1.9500 1.6180 4.0483
H 0.7784 1.8399 2.7311
H 2.1880 0.7584 2.4857
H -0.5996 0.1125 5.4594
H 0.8047 -0.9662 5.6490
H 1.0322 0.8167 5.6824
H -0.3199 -1.7848 3.6323

Output
**HOMO (alpha / beta)**: -0.5960 / -0.5909 hartree
**HOMO-LUMO gap (alpha / beta)**: 8.78 / 8.68 eV
**Multiplicity**: 7
**M**: 450.1 g mol⁻¹
**Charge**: +2

<x>
This record from the OMol25 dataset describes a structure of composition C9H19Cl2NO3PTb. The level of theory is the ωB97M-V functional and the def2-TZVPD basis.

Cartesian coordinates (Å):
C -3.6068 -2.3674 -5.1572
C -2.5888 -1.5996 -4.3917
H -3.2474 -3.3831 -5.3531
H -3.8138 -1.8489 -6.0986
H -4.5383 -2.3978 -4.5832
O -1.4863 -1.9924 -4.0038
Cl -3.1197 0.0882 -4.0364
Tb 0.3793 -0.1768 -0.4479
P -1.0374 -1.1470 1.2969
C -0.3491 -2.3982 2.3858
C -1.6767 0.1501 2.3846
H -2.9984 -1.1685 -0.0984
H -3.1933 -2.2112 1.3507
H -2.2200 -2.7674 -0.0466
C -2.5087 -1.8981 0.5573
H -2.1399 0.9373 1.7784
H -2.4145 -0.2816 3.0682
H -1.1130 -2.7210 3.0981
H 0.5129 -1.9935 2.9311
H -0.8550 0.5935 2.9599
H -0.0042 -3.2606 1.8019
C 1.9141 -1.3789 0.1977
O 2.7422 -1.9890 0.5118
Cl -1.4186 1.1171 -1.0599
C 2.7487 3.4000 2.1095
N 3.1460 2.7408 0.8538
C 4.3827 3.1306 0.1820
C 2.4227 1.7944 0.3145
O 1.3071 1.3679 0.8410
H 3.4854 4.1634 2.4060
H 2.6822 2.6455 2.9099
H 1.7703 3.8876 1.9703
H 5.0473 2.2515 0.1067
H 4.1464 3.4869 -0.8368
H 4.9163 3.9278 0.7182
H 2.7262 1.2983 -0.6203

Output
**HOMO (alpha / beta)**: -0.5676 / -0.5676 hartree
**HOMO-LUMO gap (alpha / beta)**: 6.64 / 6.75 eV
**Multiplicity**: 7
**M**: 450.1 g mol⁻¹
**Charge**: +2

Which structure is most stable? <w>, by 157.5 kcal/mol over the runner-up.